The following is a quantum chemistry calculation of an isolated ion of composition C6H11N4 and charge +1, from the Open Molecules 2025 dataset.

## Properties
total charge: +1
E_tot: -453.950576 a.u.
ΔE to the lowest compared entry with this formula, charge and spin: 177.7 kJ/mol
SMILES: CC(C)n1nccnc1=[NH2+]
frontier orbital gap: 8.902 eV

Each line ends with the Löwdin charge.
Atoms and positions in Å:
C: 2.806066 -0.763569 -0.298477  -0.0283
C: 1.833441 -1.719488 -0.078948  -0.0579
C: 1.432156 1.010184 0.187187  -0.1983
C: -2.054604 -1.015327 0.786532  -0.0402
C: -1.622870 0.532799 -1.166086  -0.0261
C: -1.224372 0.149629 0.264527  -0.3907
N: 2.567351 0.542893 -0.143366  0.1467
N: 0.558429 -1.387510 0.112515  0.1273
N: 0.174519 -0.205706 0.265807  0.0369
N: 1.085406 2.229540 0.478616  0.2273
H: 3.806559 -1.008256 -0.626060  0.1308
H: 2.025819 -2.778278 -0.148749  0.1210
H: -1.915968 -1.895324 0.166155  0.0843
H: -1.777784 -1.259516 1.808516  0.0900
H: -3.104510 -0.737685 0.771347  0.0952
H: -1.017479 1.351232 -1.551078  0.0770
H: -2.666097 0.838162 -1.181372  0.0950
H: -1.507266 -0.326140 -1.822332  0.0936
H: -1.344187 1.014142 0.927632  0.1376
H: 1.807549 2.940243 0.541786  0.1550
H: 0.137838 2.487968 0.705842  0.1239

Cartesian forces, eV/Å:
-0.532 -0.026 0.280
0.656 0.100 -0.223
-3.115 -3.733 -0.079
0.010 0.134 0.118
0.025 0.060 0.202
-1.142 0.003 -0.347
0.523 0.453 -0.132
-0.622 -0.234 0.090
4.276 3.077 -0.009
-0.152 0.703 0.257
0.025 -0.186 0.029
0.031 0.001 -0.037
-0.031 -0.025 -0.048
0.012 -0.071 0.084
-0.058 0.061 -0.005
0.035 0.074 -0.059
-0.034 0.041 0.007
0.020 -0.088 -0.051
0.092 -0.144 0.013
-0.107 -0.142 -0.047
0.087 -0.061 -0.044



The following is a quantum chemistry calculation of an isolated ion of composition C6H11N4O and charge +1, from the Open Molecules 2025 dataset.

## Properties
total charge: +1
E_tot: -529.135868 a.u.
ΔE to the lowest compared entry with this formula, charge and spin: 240.8 kJ/mol
SMILES: [H]/N=N/CC[N+]1=CC(=O)NCC1
frontier orbital gap (spin up / spin down): 7.698 / 7.698 eV

Each line ends with the Löwdin charge.
Atoms and positions in Å:
C: -1.960328 -0.478102 0.514784  -0.4416
C: -0.365692 -1.369340 2.000967  -0.0880
C: 0.733168 -1.003031 1.008370  -0.0598
C: 1.334931 1.143839 -0.088769  -0.0860
C: 1.408346 0.987442 -1.674001  -0.1662
C: -0.900880 0.575465 0.332169  0.1227
N: -0.317091 0.714486 -3.206183  0.1357
N: -1.592957 -1.507112 1.271242  0.1304
N: 0.344800 0.303501 0.513615  -0.0897
N: 0.104395 0.888250 -2.096093  -0.1684
O: -3.038246 -0.269540 -0.003690  0.1306
H: -0.066227 -2.196567 2.524349  0.1167
H: -0.474876 -0.485562 2.615108  0.1428
H: 1.644029 -0.885242 1.483263  0.1117
H: 0.933851 -1.600778 0.079725  0.1773
H: 2.282681 0.955827 0.538264  0.1657
H: 1.146940 2.178727 0.063957  0.1206
H: 1.835663 1.939135 -2.162162  0.1646
H: 1.988617 0.114694 -2.121769  0.1522
H: -1.308287 1.496421 -0.078838  0.1646
H: -1.408426 0.569374 -2.988605  0.1329
H: -2.324411 -2.071887 1.474297  0.1312

Cartesian forces, eV/Å:
-0.710 1.203 -0.197
0.231 1.474 -1.906
-1.317 -0.308 -1.334
3.023 -0.253 0.277
2.899 0.433 -1.219
-0.254 -0.370 -0.663
-2.842 -0.869 -0.989
1.735 1.308 -1.078
-1.013 1.304 -0.868
-2.302 -0.140 2.665
0.459 -0.288 -0.027
0.195 -2.120 1.431
0.329 -0.073 0.876
1.848 0.202 1.158
-0.581 -0.208 1.027
-1.016 0.198 -1.644
-0.708 0.783 0.346
-0.190 -1.280 1.087
-0.378 0.942 1.056
0.628 0.103 0.280
2.307 0.552 -1.490
-2.343 -2.594 1.213



The following is a quantum chemistry calculation of a 3-piece molecular cluster, C6H11N5O3 overall, from the Open Molecules 2025 dataset.

## Properties
E_tot: -734.539118 a.u.
ΔE to the lowest compared entry with this formula, charge and spin: 83.3 kJ/mol
SMILES: Cc1cc(C)[nH]n1.O=[N+]([O-])O.N=C=N
frontier orbital gap: 9.628 eV

Each line ends with the Löwdin charge.
Atoms and positions in Å:
C: -2.228986 -0.444600 0.415824  -0.0123
C: -1.897293 -0.085894 -0.899462  -0.3305
C: 1.251086 1.625286 -1.079546  -0.4153
C: -1.059203 -1.000763 0.913553  -0.2949
C: -2.800112 0.632472 -1.875086  -0.0283
C: -0.889855 -1.562754 2.342104  -0.0325
N: 1.047619 1.656139 -2.245481  0.1927
N: -0.147287 -1.034349 -0.133237  0.0265
N: -0.625212 -0.387408 -1.177494  0.0173
N: 1.561170 1.908918 0.050646  0.1288
N: 3.808867 -0.554531 0.850922  -0.4921
O: 2.698545 -0.992087 0.730877  0.0534
O: 3.902792 0.793983 0.719967  0.0857
O: 4.813898 -1.096822 1.113818  0.1504
H: -3.155053 -0.372467 1.058925  0.1332
H: -2.634677 1.683825 -2.028488  0.0697
H: -3.783707 0.627721 -1.652489  0.0349
H: -2.537389 0.397756 -2.868360  0.0601
H: -0.671447 -0.575488 2.866367  0.0962
H: -0.087824 -2.344221 2.243003  0.0857
H: -1.815508 -2.052832 2.731553  0.0799
H: 0.595574 0.978420 -2.903888  0.1073
H: 0.861412 -1.100404 -0.229115  0.1137
H: 0.783176 2.190725 0.669510  0.1246
H: 3.009413 1.109375 0.385576  0.0460

Cartesian forces, eV/Å:
0.339 -0.456 1.212
-0.379 1.107 -0.539
-0.979 0.667 -1.742
-0.383 -1.303 0.316
3.580 0.605 -0.194
0.600 0.851 -1.579
-0.622 -0.876 -2.972
-0.399 0.532 1.474
-2.161 0.259 -1.521
0.049 0.060 3.115
-0.386 2.028 0.069
-1.015 -1.199 -0.239
0.448 0.144 -0.328
1.221 -1.161 0.291
1.146 0.078 -1.311
0.701 1.038 1.012
-3.274 -0.891 0.586
-0.322 -1.379 -1.330
0.216 -1.913 0.320
-0.431 1.068 0.915
0.719 0.639 -0.458
0.827 0.761 1.565
-0.222 -0.586 1.226
0.756 -0.215 -0.408
-0.029 0.145 0.520



The following is a quantum chemistry calculation of one molecule with the formula C6H11NO, from the Open Molecules 2025 dataset.

## Properties
E_tot: -364.766761 a.u.
ΔE to the lowest compared entry with this formula, charge and spin: 1220.1 kJ/mol
SMILES: C1C[C@H]2CNC[C@@H]1O2
frontier orbital gap: 8.878 eV

Each line ends with the Löwdin charge.
Atoms and positions in Å:
C: 1.995268 0.693363 0.073255  -0.0282
C: 1.547987 -0.917774 -0.270487  -0.1107
C: 0.119932 -0.968898 0.041583  -0.3524
C: -1.436343 -1.186346 0.294119  -0.1562
C: -1.081064 1.461015 0.140332  -0.0389
C: 0.465588 1.055921 0.049312  -0.2587
H: 2.034085 0.818750 1.273758  0.1716
H: 2.415072 1.141708 -0.775180  0.0707
H: 1.989546 -1.309895 0.771007  0.1274
H: 2.103305 -1.681315 -0.993147  0.1391
H: -0.311384 -0.544930 -0.837692  0.0751
H: -1.611725 -1.367716 1.372598  0.1245
H: -1.722510 -2.124080 -0.216465  0.1244
H: -1.866204 0.187212 -1.118620  0.0293
H: -1.704445 2.054359 -0.678919  0.1488
H: -1.577616 1.763028 0.986603  0.0574
H: 0.224842 0.861260 -1.000766  0.1083
N: -1.818811 0.054263 -0.208034  -0.0622
O: 0.234475 0.010076 1.096741  -0.1692

Cartesian forces, eV/Å:
-3.565 -0.322 2.046
6.221 -4.241 3.751
-1.254 -0.836 0.171
1.423 -3.725 1.400
-2.338 -0.460 -2.535
-1.903 1.616 0.942
2.083 -0.218 -3.327
1.906 0.878 -0.394
-0.241 0.201 -2.321
-1.363 2.363 0.715
1.598 -0.223 -0.944
-0.138 0.450 -0.641
-0.803 0.935 -0.382
-0.774 -0.608 -5.233
2.271 -0.556 1.118
-0.129 0.774 2.635
0.905 -0.738 -0.133
-2.158 3.654 5.268
-1.743 1.058 -2.137



The following is a quantum chemistry calculation of C6H11NO as an isolated structure, from the Open Molecules 2025 dataset.

## Properties
E_tot: -364.973940 a.u.
ΔE to the lowest compared entry with this formula, charge and spin: 676.1 kJ/mol
frontier orbital gap (spin up / spin down): 6.821 / 6.822 eV

Each line ends with the Löwdin charge.
Atoms and positions in Å:
C: 0.150284 -1.999679 -0.859419  -0.0126
C: 1.324310 0.264338 -0.802871  0.1103
C: 0.066883 -0.488199 -1.120626  -0.8030
O: -0.191327 -0.132117 -2.367637  -0.1252
H: 0.911889 -2.424322 -1.513362  0.0838
H: 0.393718 -2.234899 0.180542  0.0712
H: 2.282616 -0.216066 -0.990143  0.1083
H: 1.164150 0.384218 0.537517  0.0654
H: 1.281221 1.313316 -1.082232  0.1083
H: -0.810132 -2.451323 -1.109038  0.0836
C: 0.355819 0.484734 1.550601  -0.0900
C: -2.000514 0.504474 -0.353272  0.0507
C: 0.233942 1.671902 2.135946  -0.0467
N: -0.868640 0.072123 -0.040958  0.0063
H: 0.306205 -0.476165 2.042187  0.0910
H: -2.635393 0.984480 0.389391  0.0879
H: -2.328626 0.413632 -1.396793  0.0988
H: 0.097021 1.724068 3.210570  0.0543
H: 0.266574 2.605488 1.589596  0.0577

Cartesian forces, eV/Å:
0.022 0.164 0.014
-0.236 -0.046 0.117
-0.225 0.024 -0.025
0.008 0.010 0.308
-0.018 0.015 0.015
-0.002 0.003 -0.007
-0.010 -0.003 0.097
0.083 -0.005 -0.104
-0.048 -0.006 0.043
0.022 0.033 0.002
-0.226 0.166 -0.105
0.149 -0.054 -0.076
0.070 -0.177 -0.164
0.242 0.015 -0.015
0.044 0.025 -0.043
0.039 -0.024 0.003
0.076 -0.021 0.023
0.001 -0.072 -0.069
0.010 -0.046 -0.013



The following is a quantum chemistry calculation of a 2-piece molecular cluster, C6H11NO overall, from the Open Molecules 2025 dataset.

## Properties
E_tot: -365.002850 a.u.
ΔE to the lowest compared entry with this formula, charge and spin: 600.2 kJ/mol
SMILES: C=[N+](C)[O-].C#CCC
frontier orbital gap: 9.854 eV

Each line ends with the Löwdin charge.
Atoms and positions in Å:
C: 1.708466 1.035663 -1.053050  0.0779
C: 1.555265 -0.149860 -0.947196  -0.1462
C: -1.384795 0.767396 1.598609  0.0654
C: 0.930408 -2.021322 0.566491  -0.0740
C: -1.244041 1.816446 -0.556864  -0.0107
C: 1.330667 -1.570316 -0.914991  -0.2287
N: -1.467636 0.668809 0.309960  -0.3953
O: -1.615151 -0.378766 -0.335117  -0.0699
H: 1.988784 2.007145 -0.749097  0.0359
H: -1.558011 0.051141 2.371933  0.0820
H: -1.401049 1.785150 1.949842  0.0667
H: -0.060194 -1.763510 0.754292  0.0081
H: 1.745554 -1.610892 1.149753  0.0666
H: 0.815541 -3.168943 0.559211  0.1017
H: -2.203571 2.093281 -1.031985  0.1119
H: -1.233898 2.658273 0.160155  0.0873
H: -0.320816 1.704353 -1.106209  0.0417
H: 0.348635 -1.881364 -1.284799  0.1067
H: 2.065841 -2.042682 -1.440937  0.0729

Cartesian forces, eV/Å:
0.643 -0.122 0.787
-0.455 0.042 -0.641
-0.494 1.904 0.376
2.764 -2.429 -1.931
-1.710 2.504 2.010
-4.027 0.339 2.406
0.564 -0.562 0.178
-0.399 -1.784 -0.582
0.033 0.523 -0.348
-0.034 -1.050 -0.543
0.412 0.133 0.086
-1.327 1.439 0.561
-0.477 -0.420 1.115
0.967 1.541 0.256
0.720 -0.969 -0.727
0.915 0.021 -0.467
-0.464 -0.096 -0.357
0.249 0.740 -1.365
2.120 -1.752 -0.812